No. 1
15
Properties=species:S:1:pos:R:3:nbo_charge:R:1 method="wB97M-V/def2-TZVPD" total_charge=0 energy_ha=-1065.8564 smiles="O=CCCSS.O" homo_energy_ha=-0.3102
C -1.35 0.14 0.73 -0.517
C -1.62 -0.38 2.11 0.434
O -1.97 0.40 3.00 -0.509
C -0.67 1.54 0.58 -0.610
S 1.00 1.25 0.50 0.157
S 1.53 0.62 -1.52 -0.164
H -2.12 0.14 0.10 0.232
H -0.65 -0.67 0.42 0.217
H -1.86 -1.43 2.00 0.123
H -1.06 2.23 1.32 0.273
H -0.96 1.99 -0.42 0.230
H 0.49 1.01 -2.29 0.132
H 0.55 -4.24 -3.93 0.472
H -0.44 -3.92 -2.59 0.471
O 0.40 -4.50 -2.85 -0.943



No. 2
25
Properties=species:S:1:pos:R:3:nbo_charge:R:1 method="wB97M-V/def2-TZVPD" total_charge=+1 energy_ha=-385.1988 homo_energy_ha=-0.4924
C -0.22 -1.81 -0.75 -0.246
N -0.23 -0.88 -1.86 -0.657
C -1.60 -0.74 -2.42 -0.435
C -0.51 -1.15 0.58 -0.227
N 0.30 0.11 0.83 -0.494
C 0.44 0.49 2.27 -0.214
C 0.52 2.01 2.39 -0.649
H 0.75 -2.30 -0.68 0.216
H -1.00 -2.55 -0.85 0.208
H 0.28 -1.32 -2.61 0.379
H -2.36 -1.06 -1.72 0.192
H -1.73 -1.37 -3.30 0.206
H -1.83 0.24 -2.79 0.213
H -0.31 -1.86 1.39 0.230
H -1.53 -0.84 0.77 0.218
H -0.25 0.84 0.38 0.443
H 1.20 0.02 0.37 0.448
H 1.27 -0.08 2.67 0.226
H -0.49 0.17 2.71 0.216
H -0.45 2.41 2.66 0.238
H 1.23 2.26 3.18 0.250
H 0.98 2.44 1.51 0.235
H 2.60 1.92 -1.30 0.498
H 1.27 1.24 -2.05 0.507
O 1.66 1.81 -1.38 -1.001



No. 3
14
Properties=species:S:1:pos:R:3:nbo_charge:R:1 method="wB97M-V/def2-TZVPD" total_charge=0 energy_ha=-415.8345 homo_energy_ha=-0.2606
C 0.57 0.54 -1.49 -0.148
C 0.24 0.22 0.87 0.041
C 0.20 1.12 -0.31 0.172
C -0.22 -1.40 -0.46 0.341
N 0.45 -0.80 -1.46 -0.562
N -0.49 0.46 1.95 -0.825
O 0.30 2.48 0.04 -0.678
O -0.04 -2.73 -0.40 -0.690
H 0.63 1.14 -2.33 0.214
H 0.55 -1.39 -2.43 0.404
H -1.42 0.99 2.00 0.366
H -0.17 -0.15 2.66 0.399
H -0.14 2.54 0.98 0.476
H -0.46 -3.02 0.37 0.490



No. 4
45
Properties=species:S:1:pos:R:3:nbo_charge:R:1 method="wB97M-V/def2-TZVPD" total_charge=0 energy_ha=-1717.3971 smiles="CCCNC(=O)CSCc1nc(-c2ccc(SC)cc2)oc1C" homo_energy_ha=-0.2938
C 3.31 1.29 -0.35 -0.612
C 1.92 1.91 -0.38 -0.402
C 1.37 2.03 -1.80 -0.222
N 1.31 0.74 -2.45 -0.656
C 1.63 0.60 -3.74 0.658
O 2.04 1.50 -4.45 -0.641
C 1.51 -0.80 -4.34 -0.620
H 2.51 -1.25 -4.36 0.253
H 1.16 -0.71 -5.37 0.239
S 0.49 -2.02 -3.46 0.197
C -1.12 -1.12 -3.36 -0.548
C -1.55 -1.02 -1.94 0.050
C -2.78 -1.19 -1.38 0.266
O -2.65 -1.03 -0.04 -0.405
C -1.34 -0.79 0.17 0.488
N -0.65 -0.77 -0.94 -0.494
C -0.81 -0.60 1.50 -0.075
C 0.56 -0.71 1.72 -0.170
C 1.07 -0.51 2.99 -0.234
C 0.22 -0.21 4.05 -0.148
C -1.15 -0.12 3.83 -0.257
C -1.66 -0.31 2.57 -0.169
H -2.72 -0.24 2.40 0.222
H -1.83 0.10 4.64 0.217
S 0.99 0.03 5.62 0.271
C -0.38 0.42 6.74 -0.743
H -0.89 1.32 6.41 0.221
H -1.07 -0.42 6.79 0.221
H 0.07 0.58 7.71 0.240
H 2.13 -0.59 3.17 0.224
H 1.21 -0.97 0.90 0.235
C -4.13 -1.47 -1.95 -0.658
H -4.66 -0.54 -2.15 0.228
H -4.71 -2.05 -1.24 0.234
H -4.03 -2.02 -2.88 0.231
H -0.95 -0.13 -3.80 0.241
H -1.86 -1.66 -3.95 0.233
H 0.88 -0.02 -1.92 0.444
H 0.37 2.48 -1.77 0.187
H 2.02 2.66 -2.41 0.227
H 1.23 1.30 0.21 0.201
H 1.95 2.91 0.06 0.206
H 4.00 1.89 -0.93 0.208
H 3.29 0.29 -0.77 0.207
H 3.68 1.23 0.67 0.207



No. 5
114
Properties=species:S:1:pos:R:3:lowdin_charge:R:1 method="wB97M-V/def2-TZVPD" total_charge=0 energy_ha=-4219.4420 smiles="CCCCO[C@@](C#N)(C[C@H](C)Cl)[C@H](C#N)CC(=O)I.C[N+](=O)[O-].C[N+](=O)[O-].C[N+](=O)[O-].C[N+](=O)[O-].C[N+](=O)[O-].C[N+](=O)[O-].C[N+](=O)[O-].C[N+](=O)[O-].C[N+](=O)[O-].C[N+](=O)[O-].C[N+](=O)[O-]" homo_energy_ha=-0.3611
C -2.86 -0.15 -3.76 -0.107
C -1.31 -0.31 -3.56 -0.243
C -0.88 -1.82 -3.58 -0.140
C 0.26 -2.14 -2.55 -0.158
O -0.08 -3.22 -1.65 -0.071
C -0.42 -2.79 -0.37 -0.417
C -1.44 -1.63 -0.39 -0.153
N -2.18 -0.79 -0.49 0.231
C -1.19 -3.97 0.29 -0.155
C -0.43 -5.33 0.20 -0.631
C -1.21 -6.39 -0.67 -0.107
Cl -0.41 -6.01 1.90 0.577
C 0.80 -2.27 0.44 -0.230
C 2.02 -3.16 0.28 -0.166
N 2.72 -4.02 0.14 0.194
C 0.57 -2.08 1.97 -0.114
C 0.06 -0.69 2.36 -0.779
O -0.57 -0.59 3.35 -0.008
I 0.45 1.09 1.19 1.044
H -3.33 0.44 -2.95 0.054
H -3.37 -1.12 -3.84 0.073
H -3.01 0.43 -4.68 0.031
H -0.98 0.19 -2.64 0.074
H -0.84 0.19 -4.42 0.065
H -0.61 -2.16 -4.59 0.101
H -1.77 -2.38 -3.23 0.106
H 1.11 -2.51 -3.16 0.131
H 0.62 -1.22 -2.05 0.118
H -2.10 -4.09 -0.33 0.112
H -1.56 -3.74 1.30 0.087
H 0.57 -5.26 -0.24 0.079
H -0.72 -6.37 -1.66 0.084
H -0.94 -7.37 -0.24 0.060
H -2.29 -6.21 -0.70 0.066
H 1.10 -1.30 0.00 0.066
H -0.07 -2.83 2.45 0.118
H 1.56 -2.19 2.46 0.134
C 0.28 4.61 -2.60 0.039
N 0.72 3.40 -1.86 -0.415
O 1.08 2.44 -2.50 0.056
O 0.69 3.47 -0.64 -0.109
H 0.36 4.42 -3.67 0.098
H -0.75 4.81 -2.32 0.101
H 0.93 5.43 -2.31 0.061
C -4.66 -4.00 2.56 0.049
N -4.32 -5.16 1.69 -0.442
O -4.08 -6.21 2.24 0.069
O -4.31 -4.96 0.49 0.043
H -4.63 -4.32 3.60 0.096
H -3.92 -3.22 2.38 0.092
H -5.65 -3.66 2.29 0.101
C 2.68 5.59 1.45 0.053
N 2.76 6.35 0.17 -0.431
O 3.85 6.77 -0.17 0.069
O 1.73 6.48 -0.45 0.048
H 3.67 5.55 1.89 0.097
H 1.99 6.12 2.10 0.102
H 2.32 4.59 1.22 0.085
C -2.68 0.17 -8.77 0.053
N -2.84 -0.06 -7.31 -0.423
O -1.83 -0.01 -6.63 0.051
O -3.96 -0.28 -6.91 0.069
H -1.64 0.35 -8.99 0.093
H -3.04 -0.72 -9.28 0.101
H -3.29 1.04 -9.03 0.100
C 3.03 -1.57 5.45 0.012
N 4.26 -0.90 4.95 -0.434
O 5.01 -1.55 4.24 0.065
O 4.43 0.26 5.27 0.054
H 3.01 -2.57 5.08 0.057
H 3.06 -1.55 6.53 0.095
H 2.17 -1.00 5.07 0.094
C 3.22 -5.53 7.61 0.055
N 3.18 -4.27 6.81 -0.417
O 4.25 -3.80 6.45 0.069
O 2.08 -3.80 6.59 0.046
H 4.26 -5.83 7.73 0.096
H 2.76 -5.32 8.57 0.103
H 2.66 -6.28 7.05 0.103
C 2.27 1.09 -5.71 0.028
N 1.51 0.25 -6.68 -0.432
O 1.63 0.50 -7.86 0.058
O 0.82 -0.64 -6.21 0.045
H 2.84 1.83 -6.26 0.085
H 1.55 1.57 -5.05 0.084
H 2.93 0.43 -5.15 0.105
C -0.24 1.31 5.89 0.030
N 0.09 1.16 7.33 -0.445
O -0.47 1.89 8.13 0.070
O 0.91 0.31 7.61 0.051
H -0.97 2.10 5.78 0.082
H 0.68 1.56 5.37 0.098
H -0.65 0.36 5.54 0.080
C 5.30 4.11 -3.02 0.062
N 3.89 3.92 -3.44 -0.406
O 3.07 4.72 -3.03 0.064
O 3.65 2.99 -4.18 0.062
H 5.36 4.97 -2.37 0.093
H 5.61 3.21 -2.49 0.105
H 5.90 4.25 -3.92 0.103
C -1.45 4.54 2.03 0.034
N -1.15 4.41 3.48 -0.434
O -1.72 5.15 4.25 0.081
O -0.34 3.55 3.78 0.009
H -2.18 5.34 1.89 0.087
H -0.52 4.78 1.52 0.084
H -1.85 3.59 1.68 0.077
C -5.21 3.31 -0.02 0.051
N -3.94 3.96 -0.46 -0.447
O -3.15 3.29 -1.09 0.062
O -3.79 5.13 -0.16 0.050
H -5.20 2.28 -0.36 0.096
H -5.24 3.36 1.06 0.101
H -6.03 3.86 -0.46 0.102



No. 6
14
Properties=species:S:1:pos:R:3:nbo_charge:R:1 method="wB97M-V/def2-TZVPD" total_charge=0 energy_ha=-944.7678 homo_energy_ha="-0.3317 / -0.3317"
C 0.38 -0.20 -0.17 -0.266
N -1.96 0.22 -0.75 0.459
N -4.98 -1.50 0.07 0.263
N -4.46 1.28 0.21 0.253
O -3.12 -0.39 -0.71 -0.564
O -5.11 -1.18 1.21 -0.389
O -3.36 1.71 0.39 -0.396
O -1.11 -0.55 -0.12 -0.264
O -4.90 -2.62 -0.40 -0.416
O -5.47 1.58 0.83 -0.375
Si -4.73 -0.02 -1.17 1.020
H 0.56 0.70 0.39 0.219
H 0.88 -1.14 0.21 0.241
H 0.63 0.07 -1.22 0.216



No. 7
61
Properties=species:S:1:pos:R:3:nbo_charge:R:1 method="wB97M-V/def2-TZVPD" total_charge=+1 energy_ha=-2983.9854 homo_energy_ha=-0.4110
C 5.61 1.50 1.20 -0.644
C 4.92 0.21 0.78 -0.220
N 3.81 0.37 -0.19 -0.480
C 2.57 0.78 0.49 -0.215
C 1.39 0.87 -0.51 -0.503
C 0.17 0.12 -0.07 0.254
N -0.63 0.50 0.89 -0.389
C -0.35 1.73 1.66 -0.047
N -1.02 2.89 1.13 -0.823
C -1.67 -0.54 1.22 -0.186
C -0.91 -1.51 2.20 -0.668
P -3.24 -0.23 2.32 1.168
O -3.01 1.34 2.69 -0.997
Cl -4.88 -0.13 1.07 -0.289
C -1.94 -1.22 -0.16 -0.354
C -2.68 -2.58 -0.03 -0.497
C -1.87 -3.87 -0.12 -0.171
C -2.65 -5.09 0.36 -0.627
Cl -1.38 -4.08 -1.84 -0.057
P -2.91 -0.23 -1.57 0.871
C -1.84 -0.37 -3.04 -0.971
C -2.72 1.56 -1.23 -0.750
C -3.89 2.34 -1.85 -0.611
S -0.19 -1.36 -0.80 0.444
C 4.14 1.27 -1.24 0.712
C 5.27 0.82 -2.12 -0.725
O 3.52 2.29 -1.40 -0.593
H 6.35 1.83 0.48 0.216
H 6.11 1.37 2.16 0.233
H 4.89 2.32 1.31 0.213
H 4.50 -0.29 1.65 0.205
H 5.64 -0.49 0.35 0.216
H 2.68 1.74 1.01 0.202
H 2.35 0.02 1.24 0.203
H 1.13 1.91 -0.72 0.265
H 1.70 0.45 -1.46 0.262
H 0.74 1.82 1.70 0.185
H -0.70 1.56 2.67 0.227
H -0.63 3.18 0.23 0.367
H -0.93 3.67 1.77 0.387
H -0.62 -2.44 1.73 0.232
H -0.03 -1.01 2.61 0.229
H -1.53 -1.78 3.06 0.243
H -3.75 1.68 3.22 0.522
H -3.41 -2.62 -0.84 0.260
H -3.26 -2.59 0.90 0.235
H -0.94 -3.81 0.44 0.206
H -1.97 -5.85 0.76 0.233
H -3.23 -5.53 -0.45 0.238
H -3.34 -4.81 1.15 0.219
H -0.91 0.19 -3.00 0.215
H -1.65 -1.42 -3.29 0.252
H -2.46 0.04 -3.84 0.257
H -2.72 1.71 -0.16 0.246
H -1.76 1.95 -1.60 0.204
H -4.80 1.74 -1.85 0.221
H -3.67 2.66 -2.86 0.216
H -4.10 3.23 -1.25 0.223
H 5.15 1.26 -3.10 0.255
H 6.21 1.17 -1.69 0.245
H 5.32 -0.26 -2.17 0.236



No. 8
76
Properties=species:S:1:pos:R:3:lowdin_charge:R:1 method="wB97M-V/def2-TZVPD" total_charge=0 energy_ha=-2581.0344 smiles="CN(C)P(=O)(N(C)C)N(C)C.CN(C)P(=O)(N(C)C)N(C)C.O=P(O)(O)B(F)c1ccccn1" homo_energy_ha=-0.2696
O 5.56 -2.92 1.99 -0.319
P 5.97 -1.73 1.16 0.573
O 6.96 -2.24 -0.05 -0.157
O 6.77 -0.71 2.21 -0.179
B 4.36 -0.86 0.49 -0.293
F 4.39 0.16 -0.42 0.145
C 2.98 -1.40 1.12 -0.243
C 2.73 -1.00 2.49 -0.018
C 1.50 -1.52 3.11 -0.025
C 0.74 -2.37 2.19 -0.047
C 1.10 -2.65 0.82 -0.112
N 2.24 -2.15 0.29 0.072
H 7.18 -3.18 0.14 0.089
H 6.41 -0.93 3.10 0.074
H 3.43 -0.35 3.07 0.110
H 1.19 -1.30 4.15 0.098
H -0.21 -2.81 2.57 0.104
H 0.43 -3.29 0.20 0.116
O -1.35 0.35 3.27 -0.265
P -1.17 1.88 3.31 0.806
N -2.11 2.05 4.74 -0.340
C -3.42 2.59 4.98 -0.139
C -1.48 1.59 5.97 -0.131
N -1.96 2.13 1.79 -0.324
C -3.36 2.47 1.61 -0.137
C -1.59 1.15 0.76 -0.163
N -0.82 3.63 3.34 -0.336
C 0.53 3.91 3.84 -0.155
C -1.68 4.75 3.62 -0.131
H -3.36 3.47 5.63 0.080
H -4.07 1.86 5.48 0.083
H -3.95 2.89 4.08 0.050
H -0.93 2.41 6.46 0.073
H -0.78 0.78 5.78 0.064
H -2.22 1.20 6.68 0.082
H -4.02 1.85 2.23 0.081
H -3.69 2.33 0.58 0.081
H -3.56 3.52 1.81 0.062
H -2.18 0.23 0.85 0.085
H -0.54 0.89 0.83 0.062
H -1.75 1.57 -0.24 0.077
H 0.57 3.89 4.93 0.070
H 0.90 4.87 3.48 0.078
H 1.24 3.15 3.47 0.071
H -1.69 5.01 4.68 0.085
H -2.71 4.61 3.30 0.054
H -1.32 5.62 3.06 0.096
O -0.81 -2.41 -2.30 -0.265
P -0.90 -1.59 -3.59 0.802
N -0.75 -2.95 -4.62 -0.340
C 0.31 -3.41 -5.48 -0.140
C -1.90 -3.84 -4.68 -0.133
N 0.52 -0.66 -3.26 -0.316
C 1.85 -0.95 -3.76 -0.130
C 0.65 -0.26 -1.85 -0.145
N -1.17 -0.54 -5.01 -0.337
C -2.58 -0.19 -5.17 -0.157
C -0.50 -0.51 -6.28 -0.131
H -0.01 -3.40 -6.53 0.079
H 0.61 -4.44 -5.24 0.083
H 1.21 -2.81 -5.43 0.050
H -2.59 -3.54 -5.49 0.072
H -2.47 -3.82 -3.74 0.069
H -1.61 -4.88 -4.84 0.081
H 2.12 -2.01 -3.67 0.081
H 2.62 -0.40 -3.22 0.079
H 1.98 -0.63 -4.80 0.061
H 1.08 -1.05 -1.24 0.042
H -0.33 0.00 -1.43 0.047
H 1.27 0.64 -1.75 0.089
H -3.14 -0.99 -5.68 0.070
H -2.70 0.74 -5.74 0.077
H -3.05 -0.02 -4.20 0.072
H -1.00 -1.16 -7.02 0.085
H 0.55 -0.79 -6.25 0.055
H -0.52 0.51 -6.67 0.095



Copy entry 3 word for word.
14
Properties=species:S:1:pos:R:3:nbo_charge:R:1 method="wB97M-V/def2-TZVPD" total_charge=0 energy_ha=-415.8345 homo_energy_ha=-0.2606
C 0.57 0.54 -1.49 -0.148
C 0.24 0.22 0.87 0.041
C 0.20 1.12 -0.31 0.172
C -0.22 -1.40 -0.46 0.341
N 0.45 -0.80 -1.46 -0.562
N -0.49 0.46 1.95 -0.825
O 0.30 2.48 0.04 -0.678
O -0.04 -2.73 -0.40 -0.690
H 0.63 1.14 -2.33 0.214
H 0.55 -1.39 -2.43 0.404
H -1.42 0.99 2.00 0.366
H -0.17 -0.15 2.66 0.399
H -0.14 2.54 0.98 0.476
H -0.46 -3.02 0.37 0.490